No. 1
Below is a structure of composition C55H54N6O5PPdS3Se, with properties calculated with ωB97M-V/def2-TZVPD.

```
! wB97M-V def2-TZVPD RIJCOSX def2/J DEFGRID3
* xyz 1 3
Pd -1.13224 -0.79683 0.56429
N 1.08696 -0.51388 0.60661
S 2.36690 -0.00607 0.17482
N 2.55893 1.46182 -0.58986
S 1.68030 1.93634 -1.75876
N 0.34711 2.67948 -1.51948
S -0.59639 2.54330 -0.18537
N -1.35754 1.33989 0.09633
C 0.49874 3.15742 1.09990
C 1.09297 4.40764 0.98047
C 1.94296 4.84181 1.98366
C 2.19191 4.02895 3.08593
C 1.59505 2.78216 3.18725
C 0.73735 2.33881 2.18817
C -1.64573 3.95684 -0.47411
C -2.44446 4.32591 0.60118
C -3.35886 5.35281 0.44392
C -3.47797 5.99289 -0.78456
C -2.67905 5.61128 -1.85151
C -1.75085 4.58856 -1.70100
C 1.38348 0.66579 -2.95252
C 0.12581 0.09278 -3.00348
C -0.07965 -0.95411 -3.89278
C 0.95451 -1.39566 -4.70064
C 2.21627 -0.81077 -4.62711
C 2.44212 0.22803 -3.74545
C 2.69132 3.11132 -2.61099
C 4.03533 3.22166 -2.29957
C 4.80112 4.15077 -2.99119
C 4.22071 4.93526 -3.97599
C 2.87035 4.80247 -4.28108
C 2.09262 3.88528 -3.59709
C 3.28847 -1.08761 -0.91742
C 2.61889 -2.20902 -1.36954
C 3.27693 -3.08612 -2.22223
C 4.58646 -2.83004 -2.60035
C 5.24948 -1.69923 -2.13173
C 4.60129 -0.81809 -1.28213
C 3.52852 0.29292 1.49913
C 4.29664 1.43941 1.62944
C 5.11400 1.57607 2.74391
C 5.15465 0.57954 3.70754
C 4.37415 -0.56226 3.56834
C 3.55352 -0.70862 2.46273
H 0.89159 5.03048 0.11665
H 2.40835 5.81607 1.91062
H 2.85619 4.37417 3.86793
H 1.80373 2.14417 4.03727
H 0.28966 1.35597 2.22347
H -2.34332 3.81529 1.55247
H -3.97801 5.65575 1.27799
H -4.19523 6.79366 -0.90720
H -2.77420 6.11102 -2.80651
H -1.12003 4.28359 -2.52339
H -0.67084 0.44493 -2.36056
H -1.05096 -1.42597 -3.93314
H 0.78314 -2.20766 -5.39624
H 3.02120 -1.16744 -5.25569
H 3.41926 0.68813 -3.67129
H 4.46392 2.59533 -1.53010
H 5.85193 4.25791 -2.75840
H 4.82282 5.65642 -4.51263
H 2.42463 5.41531 -5.05270
H 1.04024 3.76909 -3.81993
H 1.59409 -2.36972 -1.06035
H 2.76171 -3.96905 -2.57968
H 5.10269 -3.51829 -3.25737
H 6.27556 -1.51267 -2.42123
H 5.11064 0.05853 -0.89926
H 4.23211 2.22510 0.89052
H 5.71202 2.47052 2.86142
H 5.79267 0.69335 4.57427
H 4.40177 -1.33598 4.32422
H 2.91977 -1.58002 2.34977
Se -2.37397 0.91730 3.41276
N -1.31049 -0.36258 2.77395
C -0.90626 -1.10080 3.78719
C -0.03942 -2.23541 3.68228
C 0.28850 -2.88508 4.82165
C -0.20503 -2.47320 6.11102
C -1.02998 -1.41316 6.25334
C -1.41377 -0.68469 5.07951
N -2.20785 0.36674 5.08217
H 0.29893 -2.54668 2.70358
H 0.93498 -3.75227 4.77469
H 0.09448 -3.04141 6.98193
H -1.41182 -1.09751 7.21443
C -5.58091 1.23454 1.45172
C -4.62741 0.97713 0.30676
O -4.64654 -0.41926 -0.05465
P -3.49773 -1.40754 0.49527
O -3.93327 -1.83329 1.96620
C -5.19838 -2.47518 2.25668
C -5.39129 -2.43706 3.75277
O -3.87904 -2.71765 -0.33238
C -3.96044 -2.68505 -1.77708
C -5.40071 -2.81564 -2.21099
H -5.59726 2.29923 1.69261
H -5.27548 0.68540 2.34463
H -6.59313 0.92876 1.18634
H -3.60342 1.27951 0.54122
H -4.92733 1.52278 -0.58752
H -5.15679 -3.49561 1.87830
H -5.99337 -1.94151 1.73286
H -4.57449 -2.95586 4.25504
H -6.32866 -2.92549 4.02065
H -5.42146 -1.40823 4.11415
H -3.35570 -3.51989 -2.12972
H -3.50661 -1.76543 -2.14973
H -5.83476 -3.73575 -1.81934
H -5.45674 -2.84643 -3.30052
H -5.98676 -1.96986 -1.85316
O -0.91108 -2.10289 -1.32512
C -0.74628 -3.11702 -0.58689
O -0.79820 -3.03404 0.67050
C -0.45768 -4.43804 -1.22371
C -0.25064 -4.51632 -2.59707
C 0.03485 -5.73755 -3.18825
C 0.10922 -6.88383 -2.40704
C -0.10200 -6.80822 -1.03641
C -0.38210 -5.58644 -0.44365
H -0.31462 -3.60968 -3.18579
H 0.19515 -5.80008 -4.25723
H 0.32861 -7.83841 -2.86789
H -0.04819 -7.70353 -0.43079
H -0.54792 -5.50471 0.62214
*
```

Results
LUMO energy (alpha / beta): -2.734 / -2.720 eV
E: -187700.292 eV
Energy above the lowest of the compared OMol25 structures with the same formula, charge and spin: 1.825 eV
Molecular weight: 1191.629 g mol⁻¹
<S²>: 2.0060
HOMO-LUMO gap (alpha / beta): 6.7 / 8.0 eV

Here are the Mulliken charges for atoms 1 to 2, given in e: Pd 2.730; N -1.020



No. 2
Below is a cluster of 3 separate species, C29H63BN5O10P in total at a distorted geometry, with properties calculated with ωB97M-V/def2-TZVPD.

```
! wB97M-V def2-TZVPD RIJCOSX def2/J DEFGRID3
* xyz 0 1
C -7.44575 2.69063 -0.30993
C -5.98162 2.52005 -0.61291
O -5.47457 3.08248 -1.58296
N -5.23685 1.74255 0.26971
C -4.09010 1.01866 -0.36210
C -2.83848 1.89286 -0.37670
C -2.05973 1.90106 -1.70858
C -2.02937 0.56711 -2.43799
C -1.02874 0.55724 -3.59302
C 0.38150 0.37587 -2.98235
C 0.64828 -1.06517 -2.51256
C 1.62559 -1.12757 -1.34762
C 3.07236 -0.80459 -1.79667
N 3.82559 0.12926 -0.96752
C 3.18208 1.42258 -0.78772
C 4.34256 -0.47845 0.20448
C 3.85256 -0.09081 1.58366
O 5.20515 -1.34485 0.10879
C -1.13516 -0.59770 -4.59810
O -1.82849 -1.59052 -4.54236
N -0.29757 -0.23727 -5.69865
C -0.28207 1.24977 -5.78352
P 1.33804 2.06645 -5.95260
N 1.17929 3.53367 -6.51498
C -1.16397 1.69840 -4.60810
B -2.62698 2.02522 -5.16605
N -3.77698 2.19550 -4.26993
O -2.81776 2.11888 -6.54012
H -7.62144 3.73769 -0.09235
H -8.02729 2.45426 -1.19129
H -7.79713 2.08800 0.51909
H -5.87394 1.03824 0.62399
H -4.41432 0.70422 -1.34547
H -3.92233 0.17598 0.29562
H -2.15567 1.55633 0.39907
H -3.12675 2.91064 -0.15245
H -2.45857 2.69439 -2.32542
H -1.03940 2.19613 -1.46961
H -1.76175 -0.20082 -1.71508
H -3.00793 0.29590 -2.81237
H 0.51911 1.02632 -2.12241
H 1.14917 0.65407 -3.68957
H -0.27455 -1.57723 -2.26912
H 1.10600 -1.60546 -3.34129
H 1.62582 -2.15671 -0.99724
H 1.29823 -0.52236 -0.50817
H 3.07195 -0.47226 -2.83109
H 3.63714 -1.72951 -1.79606
H 3.89107 2.13763 -0.38735
H 2.82054 1.78723 -1.74159
H 2.32916 1.40481 -0.10885
H 3.13784 0.71702 1.62057
H 4.72101 0.21866 2.15653
H 3.48441 -0.99398 2.05198
H 0.60522 -0.68293 -5.72352
H -0.70246 1.45050 -6.76503
H 2.01493 1.21888 -6.85871
H 2.00771 2.05829 -4.71483
H 1.62073 4.18275 -5.87647
H -0.85499 2.67161 -4.21254
H -4.50781 1.55528 -4.55542
H -4.16636 3.12655 -4.34833
H -2.67503 2.99855 -6.89256
C -4.17488 -4.92196 3.06116
O -5.36793 -4.96669 2.31030
C -6.27050 -3.90589 2.55616
C -6.80730 -3.27899 1.28513
O -5.86853 -2.56801 0.49450
C -4.84233 -3.28315 -0.18332
C -5.29627 -4.19759 -1.30105
O -6.00728 -5.32776 -0.82799
C -7.18690 -5.62915 -1.54137
H -4.31312 -5.37135 4.05014
H -3.42139 -5.49430 2.52041
H -3.80764 -3.89744 3.17835
H -5.79874 -3.12751 3.16558
H -7.12547 -4.30524 3.11659
H -7.53132 -2.52177 1.59807
H -7.35849 -4.00696 0.68802
H -4.19968 -3.80794 0.52471
H -4.22568 -2.50787 -0.64697
H -4.39788 -4.55838 -1.81749
H -5.89586 -3.62801 -2.01857
H -7.72207 -4.72194 -1.83949
H -7.83446 -6.20566 -0.88083
H -6.96761 -6.22978 -2.43015
C 7.42235 3.77554 7.61897
O 7.76812 2.44373 7.31037
C 6.70186 1.51650 7.38097
C 6.63194 0.60221 6.17465
O 6.28605 1.21733 4.94529
C 7.20271 2.10668 4.32699
C 8.48203 1.48674 3.80502
O 9.34570 1.05921 4.84252
C 9.90513 -0.22355 4.65871
H 7.44462 3.94949 8.70003
H 8.15706 4.42686 7.14595
H 6.43290 4.03788 7.23144
H 5.74318 2.03454 7.49114
H 6.85244 0.88691 8.26728
H 5.81731 -0.10067 6.36764
H 7.54040 0.00524 6.07854
H 7.41208 2.96824 4.96274
H 6.66546 2.48678 3.45369
H 9.00819 2.25508 3.22390
H 8.23783 0.65869 3.13125
H 9.18621 -0.91825 4.21330
H 10.18545 -0.60532 5.64034
H 10.80119 -0.17648 4.03113
*
```

Results
LUMO energy: 0.407 eV
Structure (SMILES): CC(=O)NCCCC[C@@]1(CCCCN(C)C(C)=O)C(=O)N[C@H]([PH2]=N)[C@H]1B(N)O.COCCOCCOC.COCCOCCOC
E: -68982.104 eV
Molecular weight: 683.634 g mol⁻¹
HOMO-LUMO gap: 9.2 eV

Here are the Mulliken charges for atoms 1 to 2, given in e: C -1.141; C 0.606